The following is a quantum chemistry calculation of a molecular structure, C33H112F6InNO32, from OMol25.

The calculated total energy comes out at -124512.5061 eV. For the frontier orbital gap, the calculation gives 9.387 eV. The energy above the lowest of the compared OMol25 structures with the same formula, charge and spin comes out at 0.0 kcal per mole. The calculation puts the strongest force on any atom at 4.8 eV Å⁻¹. The calculation puts the highest occupied orbital energy at -9.43 eV.

```
! RIJCOSX wB97M-V def2-TZVPD def2/J DEFGRID3
* xyz 0 1
In 1.15 0.47 -2.87
C -3.11 -3.17 -2.76
O -2.36 -3.84 -1.72
O -2.58 -1.94 -3.13
C -3.24 -4.08 -4.02
F -3.84 -5.24 -3.81
F -3.72 -3.44 -5.15
F -1.98 -4.31 -4.41
C -2.82 -3.63 -0.31
C -1.64 -4.12 0.55
H -1.82 -3.78 1.57
H -1.61 -5.21 0.50
H -0.76 -3.63 0.08
H -3.77 -4.12 -0.12
H -2.92 -2.53 -0.23
H -4.13 -2.95 -2.45
C -0.20 0.90 -0.35
O 0.69 -0.14 -0.41
O 0.03 1.67 -1.38
C -1.75 0.63 -0.10
F -2.25 0.01 -1.21
F -2.23 -0.14 0.94
F -2.20 1.88 -0.08
C 1.16 -0.91 0.68
C 1.82 -2.26 0.25
H 2.89 -2.16 0.27
H 1.58 -2.99 1.03
H 1.39 -2.56 -0.71
H 0.29 -1.18 1.28
H 1.76 -0.24 1.35
H 0.06 1.42 0.58
N 3.78 -0.53 -3.16
O 3.33 -0.91 -2.01
O 2.95 0.07 -3.95
O 4.89 -0.83 -3.51
C 6.58 -0.23 3.07
O 5.23 -0.40 2.66
H 7.23 -1.08 3.04
H 7.04 0.55 2.50
H 6.48 0.10 4.11
H 5.25 -0.99 1.88
C -3.24 3.10 -2.84
O -1.88 2.77 -3.04
H -3.33 3.94 -2.19
H -3.66 3.30 -3.81
H -3.72 2.26 -2.34
H -1.46 2.26 -2.31
C 5.10 -4.51 -2.69
O 4.78 -3.50 -1.76
H 4.55 -5.34 -2.29
H 4.66 -4.32 -3.71
H 6.15 -4.66 -2.82
H 4.53 -2.71 -2.24
C -0.63 0.99 -5.58
O 0.16 1.44 -4.43
H -1.69 1.25 -5.39
H -0.28 1.61 -6.44
H -0.56 -0.09 -5.70
H 0.58 2.29 -4.63
C -0.96 -1.57 3.70
O -2.01 -1.78 4.71
H -0.08 -2.19 3.89
H -1.52 -1.85 2.80
H -0.77 -0.46 3.73
H -2.28 -2.68 4.60
C 4.35 2.96 4.15
O 3.62 1.94 3.45
H 5.07 3.41 3.47
H 3.70 3.78 4.48
H 4.87 2.54 5.00
H 4.22 1.33 3.05
C -1.32 4.62 1.79
O 0.01 4.98 2.16
H -2.06 5.28 2.32
H -1.46 4.65 0.73
H -1.58 3.67 2.20
H 0.38 4.27 2.70
C -5.25 -0.44 -4.45
O -4.79 0.02 -3.21
H -5.16 -1.51 -4.59
H -6.32 -0.13 -4.55
H -4.65 0.05 -5.26
H -3.91 -0.39 -3.08
C -2.06 6.92 -2.72
O -1.02 5.94 -2.88
H -2.81 6.85 -3.54
H -2.63 6.80 -1.76
H -1.56 7.91 -2.78
H -1.43 5.14 -3.25
C -4.16 1.58 4.45
O -2.91 0.99 4.03
H -5.08 1.04 4.16
H -4.08 1.70 5.53
H -4.13 2.60 4.04
H -2.96 0.04 4.15
C 6.26 -3.74 1.46
O 5.80 -2.52 0.76
H 7.13 -4.20 0.96
H 6.56 -3.33 2.39
H 5.42 -4.42 1.40
H 5.60 -2.80 -0.14
C -4.28 2.72 -6.49
O -3.87 3.73 -7.43
H -3.80 1.71 -6.58
H -4.03 3.10 -5.54
H -5.36 2.58 -6.58
H -4.52 3.83 -8.13
C -5.15 5.18 3.02
O -5.58 4.65 1.77
H -5.70 4.84 3.91
H -4.08 4.90 3.13
H -5.13 6.27 3.04
H -6.57 4.65 1.77
C 6.58 0.52 -1.44
O 5.28 0.76 -0.86
H 7.25 1.20 -0.91
H 6.82 -0.49 -1.20
H 6.58 0.80 -2.51
H 4.65 0.07 -1.12
C 0.47 3.44 4.95
O 0.67 2.68 3.81
H -0.60 3.69 5.04
H 0.75 2.87 5.85
H 1.03 4.36 4.87
H 1.60 2.47 3.72
C -5.54 -0.58 1.12
O -6.56 -0.91 2.07
H -5.32 0.49 1.04
H -4.56 -1.00 1.42
H -5.88 -0.93 0.13
H -6.93 -0.19 2.59
C -7.53 -3.34 -0.36
O -6.21 -3.89 -0.42
H -7.68 -2.74 0.58
H -7.66 -2.69 -1.23
H -8.23 -4.17 -0.23
H -5.65 -3.27 0.04
C 0.78 -2.57 -3.51
O 0.13 -1.37 -3.06
H 1.70 -2.26 -4.05
H 1.11 -3.23 -2.67
H -0.01 -3.05 -4.12
H -1.53 -1.86 -3.21
C 3.66 3.01 -3.80
O 2.84 2.49 -2.71
H 3.71 4.14 -3.74
H 4.65 2.63 -3.85
H 3.09 2.79 -4.77
H 2.33 3.23 -2.30
C 1.45 -6.24 0.23
O 1.05 -5.42 1.28
H 2.02 -7.17 0.37
H 0.48 -6.50 -0.25
H 2.06 -5.76 -0.55
H 1.77 -4.97 1.73
C 3.07 -1.08 4.82
O 3.89 -2.03 4.18
H 2.71 -0.35 4.08
H 2.23 -1.62 5.25
H 3.63 -0.53 5.59
H 4.53 -1.54 3.64
C 6.02 3.27 0.66
O 4.94 3.48 -0.24
H 5.80 2.33 1.22
H 6.97 3.19 0.12
H 6.07 4.05 1.40
H 4.76 2.57 -0.58
C 2.27 5.44 -1.14
O 1.56 4.55 -2.02
H 1.76 6.38 -1.13
H 2.27 5.00 -0.18
H 3.30 5.64 -1.50
H 0.64 4.80 -2.06
C 1.67 -4.49 4.67
O 2.09 -3.92 3.43
H 1.78 -3.85 5.52
H 0.61 -4.71 4.54
H 2.12 -5.44 4.86
H 2.71 -3.18 3.60
C -4.44 -3.91 3.85
O -3.16 -4.37 4.33
H -4.41 -3.10 3.14
H -5.09 -4.70 3.48
H -4.93 -3.57 4.78
H -2.73 -4.73 3.56
*
```

Results of the Mulliken charge analysis, in e, for atoms 1 through 8: 1.011, -0.493, -0.302, 0.905, 0.642, -0.247, -0.246, -0.249